Model i:
{"formula": "C27H32N6O3", "method": "ωB97M-V/def2-TZVPD", "gap_ev": 8.43, "smiles": "CCC(C)(C)NC(=O)[C@H](c1cccn1C)N(C(=O)Cn1nnc2ccccc21)c1ccccc1OC", "lumo_energy_ha": 0.0154, "mol_weight_da": 488.592, "symbols": ["C", "C", "C", "C", "C", "N", "C", "O", "C", "C", "C", "C", "C", "N", "C", "N", "C", "O", "C", "N", "N", "N", "C", "C", "C", "C", "C", "C", "C", "C", "C", "C", "C", "C", "O", "C", "H", "H", "H", "H", "H", "H", "H", "H", "H", "H", "H", "H", "H", "H", "H", "H", "H", "H", "H", "H", "H", "H", "H", "H", "H", "H", "H", "H", "H", "H", "H", "H"], "coordinates": [[1.40181, 5.03242, -0.04077], [1.17121, 3.56356, -0.37522], [-0.25338, 3.21487, -0.83637], [-0.62137, 3.93895, -2.13347], [-1.28326, 3.51933, 0.25361], [-0.24872, 1.76660, -1.08037], [-1.30814, 1.04442, -1.49033], [-2.42552, 1.48626, -1.66085], [-0.97211, -0.42442, -1.78761], [-2.14169, -1.35524, -1.75426], [-2.33362, -2.40915, -2.61933], [-3.48323, -3.09657, -2.20330], [-3.95146, -2.43889, -1.09798], [-3.13461, -1.39189, -0.81646], [-3.41551, -0.44531, 0.22729], [0.13802, -0.96309, -0.98045], [1.29926, -1.25046, -1.60689], [1.55805, -0.84739, -2.72482], [2.31158, -2.12057, -0.85047], [2.55908, -1.71976, 0.49834], [2.35133, -2.53708, 1.53885], [2.60514, -1.94750, 2.63084], [3.00724, -0.67287, 2.36138], [3.40116, 0.38182, 3.18426], [3.76797, 1.55421, 2.56720], [3.75366, 1.69798, 1.17129], [3.35931, 0.67625, 0.33780], [2.98487, -0.51139, 0.95406], [-0.17810, -1.39444, 0.33904], [-0.18209, -0.47450, 1.37590], [-0.52387, -0.86592, 2.65917], [-0.88101, -2.17969, 2.89589], [-0.88441, -3.10797, 1.87008], [-0.52057, -2.73436, 0.58183], [-0.44158, -3.57055, -0.48308], [-0.89481, -4.89543, -0.33669], [2.43438, 5.17613, 0.26970], [1.21892, 5.66497, -0.90457], [0.75867, 5.35537, 0.77281], [1.40225, 2.96310, 0.50948], [1.86742, 3.27306, -1.16705], [-0.69761, 5.00897, -1.96739], [0.12735, 3.74978, -2.89978], [-1.58240, 3.57542, -2.48624], [-2.25471, 3.14449, -0.05415], [-1.36204, 4.59012, 0.41245], [-1.00217, 3.04200, 1.19042], [0.65681, 1.32554, -1.13230], [-0.59030, -0.42664, -2.82008], [-1.70527, -2.65192, -3.45368], [-3.91319, -3.96606, -2.65991], [-4.81267, -2.63991, -0.49041], [-2.49917, -0.12603, 0.72155], [-4.06569, -0.91621, 0.96419], [-3.91300, 0.43698, -0.18216], [3.24128, -2.09950, -1.43074], [1.92832, -3.14438, -0.82535], [3.41792, 0.26574, 4.25541], [4.08391, 2.39501, 3.16659], [4.06582, 2.63908, 0.74381], [3.35065, 0.78084, -0.73670], [0.09326, 0.54956, 1.17051], [-0.50726, -0.14745, 3.46331], [-1.15086, -2.49347, 3.89210], [-1.15678, -4.12839, 2.08338], [-0.79873, -5.34484, -1.32338], [-0.28171, -5.45014, 0.38043], [-1.94402, -4.92345, -0.03034]], "lowdin_charge": [-0.082, -0.210, -0.530, -0.018, -0.018, 0.137, -0.421, 0.066, -0.082, -0.197, -0.041, -0.089, -0.096, -0.078, -0.005, 0.061, -0.423, 0.070, -0.009, -0.076, 0.078, 0.090, -0.232, -0.009, -0.084, -0.095, -0.013, -0.172, -0.171, -0.037, -0.084, -0.069, -0.005, -0.227, -0.087, -0.066, 0.070, 0.071, 0.072, 0.097, 0.117, 0.079, 0.092, 0.079, 0.078, 0.080, 0.086, 0.124, 0.164, 0.111, 0.091, 0.114, 0.075, 0.098, 0.092, 0.142, 0.135, 0.112, 0.102, 0.104, 0.115, 0.111, 0.107, 0.108, 0.108, 0.098, 0.098, 0.096]}

Model ii:
{"formula": "C27H32N6O3", "method": "ωB97M-V/def2-TZVPD", "gap_ev": 8.21, "smiles": "CC[C@@H](c1nnnn1Cc1ccccc1)N(Cc1cc2cc(OC)ccc2[nH]c1=O)C[C@H]1CCCO1", "lumo_energy_ha": -0.0015, "mol_weight_da": 488.592, "symbols": ["C", "C", "C", "C", "N", "N", "N", "N", "C", "C", "C", "C", "C", "C", "C", "N", "C", "C", "C", "C", "C", "C", "O", "C", "C", "C", "C", "N", "C", "O", "C", "C", "C", "C", "C", "O", "H", "H", "H", "H", "H", "H", "H", "H", "H", "H", "H", "H", "H", "H", "H", "H", "H", "H", "H", "H", "H", "H", "H", "H", "H", "H", "H", "H", "H", "H", "H", "H"], "coordinates": [[0.34742, 3.77115, 0.31838], [0.51672, 2.55968, 1.22269], [-0.42941, 1.38727, 0.88366], [-1.83346, 1.72157, 1.24899], [-2.50598, 2.81156, 0.94489], [-3.70310, 2.69222, 1.49887], [-3.80912, 1.59833, 2.12771], [-2.65162, 0.94144, 2.00530], [-2.49120, -0.38423, 2.54294], [-3.10705, -1.41383, 1.62204], [-4.43504, -1.28958, 1.23171], [-4.99576, -2.21903, 0.37419], [-4.23435, -3.27492, -0.09969], [-2.91387, -3.40501, 0.29457], [-2.34994, -2.47953, 1.15618], [-0.24583, 0.97520, -0.50866], [0.17512, -0.41065, -0.65556], [1.56015, -0.59349, -0.09687], [2.65859, -0.18535, -0.77035], [3.97698, -0.34440, -0.24482], [5.12331, 0.06538, -0.92434], [6.38355, -0.12256, -0.37652], [7.43194, 0.31333, -1.12546], [8.73747, 0.15412, -0.62446], [6.50172, -0.73327, 0.87762], [5.37750, -1.14249, 1.56279], [4.11008, -0.95559, 1.01741], [2.97560, -1.34720, 1.67929], [1.68988, -1.19483, 1.22692], [0.75425, -1.54580, 1.93693], [-1.25677, 1.37644, -1.45955], [-2.50204, 0.47649, -1.52940], [-3.73360, 1.17296, -2.10849], [-4.56080, -0.01882, -2.58238], [-3.48388, -1.03785, -2.98302], [-2.26104, -0.62438, -2.39519], [0.57211, 3.50093, -0.70902], [1.02733, 4.56153, 0.62834], [-0.67210, 4.14206, 0.37473], [1.53967, 2.18537, 1.13870], [0.34573, 2.84854, 2.26281], [-0.13484, 0.54895, 1.52221], [-3.00170, -0.39807, 3.51121], [-1.42978, -0.59771, 2.68631], [-5.02080, -0.45631, 1.59450], [-6.03025, -2.12073, 0.07777], [-4.67314, -3.99824, -0.77189], [-2.31777, -4.22746, -0.07221], [-1.32204, -2.58155, 1.47193], [0.17536, -0.63499, -1.72319], [-0.51027, -1.11454, -0.16368], [2.54773, 0.27734, -1.74010], [5.04057, 0.53580, -1.89088], [8.87879, 0.70037, 0.31368], [9.39527, 0.57204, -1.38467], [8.98600, -0.90143, -0.47422], [7.46975, -0.89173, 1.32477], [5.47913, -1.61184, 2.53043], [3.07391, -1.77143, 2.59467], [-0.79792, 1.37991, -2.45349], [-1.57038, 2.39093, -1.21381], [-2.74360, 0.08499, -0.52857], [-4.24441, 1.78875, -1.37225], [-3.43386, 1.79701, -2.95181], [-5.22086, 0.22524, -3.41164], [-5.15804, -0.40992, -1.75842], [-3.73030, -2.04723, -2.63223], [-3.33573, -1.07094, -4.06836]], "lowdin_charge": [-0.101, -0.176, -0.234, -0.248, 0.080, -0.025, 0.043, -0.048, -0.063, -0.211, -0.048, -0.090, -0.097, -0.068, -0.043, -0.093, -0.115, -0.093, 0.061, -0.142, 0.059, -0.272, -0.085, -0.089, -0.011, -0.008, -0.187, 0.174, -0.410, 0.025, -0.122, -0.320, -0.116, -0.143, -0.182, -0.109, 0.068, 0.070, 0.052, 0.105, 0.115, 0.119, 0.138, 0.113, 0.101, 0.106, 0.104, 0.106, 0.093, 0.132, 0.113, 0.136, 0.130, 0.096, 0.094, 0.096, 0.104, 0.115, 0.166, 0.138, 0.109, 0.131, 0.112, 0.124, 0.109, 0.092, 0.103, 0.118]}

Need the numbers? Relative energies in eV: model i 0.000; model ii 0.846.

Model i:
{"formula": "C4H17N2O2", "method": "ωB97M-V/def2-TZVPD", "gap_ev": 11.26, "lumo_energy_ha": -0.0967, "mol_weight_da": 125.192, "total_charge": 1, "symbols": ["N", "C", "C", "N", "C", "C", "H", "H", "H", "H", "H", "H", "H", "H", "H", "H", "H", "H", "H", "H", "H", "O", "H", "H", "O"], "coordinates": [[-2.14947, 0.11724, -0.08709], [-1.49527, 1.40866, -0.07336], [0.04182, 1.25746, -0.01289], [0.41922, -0.13387, 0.43003], [1.60387, -0.66832, -0.30455], [1.80775, -2.12543, 0.08254], [-2.53785, -0.09660, -0.99195], [-2.91677, 0.01908, 0.55846], [-0.46713, -0.62336, 0.21149], [-1.67379, 2.14151, -0.86943], [-1.90549, 1.99398, 0.75639], [0.41342, 1.95443, 0.73859], [0.39573, 1.55259, -0.99569], [0.58598, 0.08682, 1.43509], [2.48342, -0.13237, 0.04519], [1.40930, -0.55720, -1.36717], [0.95524, -2.78294, -0.07640], [2.55854, -2.51202, -0.61596], [2.22842, -2.24793, 1.07892], [-1.46009, -0.22991, -3.43524], [-0.76677, 1.02254, -3.79978], [-1.03227, 0.52613, -3.01626], [0.91514, -0.70836, 3.37193], [-0.01952, 0.56124, 3.77919], [0.60658, 0.17664, 3.15793]], "lowdin_charge": [0.011, -0.243, -0.127, 0.013, -0.174, -0.071, 0.078, 0.094, 0.130, 0.117, 0.117, 0.128, 0.112, 0.103, 0.135, 0.125, 0.083, 0.089, 0.079, 0.054, 0.059, -0.045, 0.074, 0.081, -0.022]}

Model ii:
{"formula": "C4H17N2O2", "method": "ωB97M-V/def2-TZVPD", "gap_ev": 10.47, "lumo_energy_ha": -0.0978, "mol_weight_da": 125.192, "total_charge": 1, "symbols": ["C", "N", "C", "C", "N", "C", "H", "H", "H", "H", "H", "H", "H", "H", "H", "H", "H", "H", "H", "H", "H", "O", "H", "H", "O"], "coordinates": [[-0.81059, 1.00673, -0.84030], [-0.98370, 0.03287, 0.24112], [-2.27127, -0.00569, 0.95061], [0.33779, 2.01143, -0.41586], [1.39740, 1.18651, 0.16211], [2.36910, 0.70839, -0.84612], [-0.48728, 0.59298, -1.76888], [-1.71151, 1.57044, -1.03027], [-0.79860, -0.88115, -0.09573], [-3.13464, -0.15031, 0.30703], [-2.22386, -0.80501, 1.68757], [-2.43830, 0.89931, 1.49572], [0.66372, 2.45550, -1.36050], [-0.08156, 2.76843, 0.24280], [-0.19815, 0.03643, 0.92050], [1.89369, 1.75304, 0.81979], [1.92044, -0.11925, -1.38637], [2.73351, 1.51504, -1.49074], [3.26827, 0.43485, -0.29197], [2.08855, -1.40590, 1.59608], [1.20527, -2.53825, 1.67541], [1.15307, -1.60182, 1.44404], [-1.11330, -3.28958, -1.41215], [-1.58127, -3.40695, 0.00337], [-1.19677, -2.76803, -0.60724]], "lowdin_charge": [-0.101, -0.024, 0.004, -0.175, -0.144, -0.089, 0.118, 0.128, 0.081, 0.109, 0.108, 0.097, 0.116, 0.123, 0.133, 0.106, 0.081, 0.086, 0.086, 0.057, 0.058, -0.052, 0.065, 0.064, -0.034]}

Need the numbers? Relative energies in eV: model i 0.000; model ii 0.225.

Model i:
{"formula": "C5H7BrO", "method": "ωB97M-V/def2-TZVPD", "gap_ev": [8.31, 8.33], "lumo_energy_ha": [-0.0085, -0.0119], "mol_weight_da": 163.014, "symbols": ["C", "C", "C", "C", "C", "O", "Br", "H", "H", "H", "H", "H", "H", "H"], "coordinates": [[-0.62926, 1.93553, 0.34636], [1.79277, -1.45898, 0.64607], [-0.64828, 0.68019, 0.17885], [1.83172, -0.14636, 0.66752], [-1.57733, -0.19669, -0.57146], [-1.04173, -0.91904, -1.61994], [2.78973, 1.26828, 0.16983], [-1.38673, 2.61202, -0.06033], [0.06289, 2.48551, 0.94153], [2.61430, -2.13320, 0.35623], [0.95817, -2.04898, 0.99121], [-1.79044, -0.83665, 0.31714], [-2.63835, 0.23435, -0.93223], [-0.33746, -1.47600, -1.43080]], "lowdin_charge": [-0.060, -0.128, -0.104, -0.699, -0.307, -0.037, 0.791, 0.076, 0.031, 0.061, 0.047, 0.112, 0.176, 0.040]}

Model ii:
{"formula": "C5H7BrO", "method": "ωB97M-V/def2-TZVPD", "gap_ev": 10.27, "smiles": "OCC(Br)=C1CC1", "lumo_energy_ha": 0.0283, "mol_weight_da": 163.014, "symbols": ["O", "C", "C", "Br", "C", "C", "C", "H", "H", "H", "H", "H", "H", "H"], "coordinates": [[-0.70684, -2.78391, -0.48144], [-0.91528, -1.38100, -0.68507], [0.30491, -0.58769, -0.40770], [1.76863, -1.27658, -1.43219], [0.34140, 0.47504, 0.31239], [1.14728, 1.69552, 0.69318], [-0.35730, 1.56633, 1.12348], [-0.03366, -2.98422, -1.20304], [-1.57504, -1.03921, -0.00655], [-1.33583, -1.21024, -1.66934], [2.10557, 1.72478, 1.21198], [1.13611, 2.37789, -0.14485], [-1.15046, 2.22856, 0.71024], [-0.72950, 1.19474, 1.97891]], "lowdin_charge": [-0.108, -0.310, -0.610, 0.770, -0.256, -0.057, -0.048, 0.049, 0.083, 0.125, 0.103, 0.096, 0.115, 0.048]}

Need the numbers? Relative energies in eV: model i 3.743; model ii 0.000.

Model i:
{"formula": "CH2N2O2", "method": "ωB97M-V/def2-TZVPD", "gap_ev": 9.89, "smiles": "O=CNN=O", "lumo_energy_ha": -0.0120, "mol_weight_da": 74.039, "symbols": ["O", "C", "N", "N", "O", "H", "H"], "coordinates": [[-0.31201, 2.25433, -0.08738], [-0.27344, 1.07301, 0.00462], [0.95671, 0.28830, -0.00186], [2.18486, 0.76583, 0.04802], [2.99695, -0.13999, 0.05186], [-1.22593, 0.49111, 0.00306], [1.01119, -0.67213, 0.09352]], "lowdin_charge": [0.084, -0.260, 0.034, -0.068, -0.027, 0.138, 0.099]}

Model ii:
{"formula": "CH2N2O2", "method": "ωB97M-V/def2-TZVPD", "gap_ev": 10.24, "lumo_energy_ha": 0.0106, "mol_weight_da": 74.039, "symbols": ["C", "N", "N", "O", "O", "H", "H"], "coordinates": [[0.03131, 0.25346, 0.33165], [-0.26867, 1.45994, 0.26438], [-0.03010, 2.29065, -1.34653], [0.22497, 1.59514, -2.24292], [-0.14373, 3.44699, -1.12903], [0.00110, -0.15104, 1.29049], [0.52440, -0.48342, -0.42869]], "lowdin_charge": [-0.102, 0.101, -0.366, 0.108, 0.098, 0.043, 0.117]}

Need the numbers? Relative energies in eV: model i 0.000; model ii 2.517.

Model i:
{"formula": "C4H6NO3S", "method": "ωB97M-V/def2-TZVPD", "gap_ev": 7.97, "lumo_energy_ha": 0.1351, "mol_weight_da": 148.163, "total_charge": -1, "symbols": ["C", "C", "C", "C", "N", "O", "O", "O", "S", "H", "H", "H", "H", "H", "H"], "coordinates": [[0.85015, -1.80314, 2.89090], [0.55377, 1.63942, -1.03826], [0.45158, 0.47001, -2.03204], [0.03825, 0.30899, -0.55553], [-0.06468, -1.06357, 2.76203], [-2.52236, 0.23619, -1.14471], [1.85853, -2.27940, 3.25418], [-1.67834, -1.02040, 0.75535], [-1.71661, 0.32688, 0.09475], [1.64543, 1.95622, -0.66976], [-0.01150, 2.56817, -1.08062], [-0.37665, 0.50035, -2.71735], [1.27985, -0.10381, -2.39814], [-0.96432, -1.18030, 1.96314], [0.65691, -0.55560, -0.08394]], "lowdin_charge": [-0.520, -0.201, -0.161, -0.419, 0.127, -0.542, 0.049, -0.554, 0.697, 0.116, 0.078, 0.069, 0.075, 0.059, 0.127]}

Model ii:
{"formula": "C4H6NO3S", "method": "ωB97M-V/def2-TZVPD", "gap_ev": [5.70, 6.50], "lumo_energy_ha": [0.1103, 0.0961], "mol_weight_da": 148.163, "total_charge": -1, "symbols": ["C", "C", "C", "C", "N", "O", "O", "O", "S", "H", "H", "H", "H", "H", "H"], "coordinates": [[0.30553, -0.86634, 0.80256], [-0.57459, 0.08000, 0.26908], [2.08048, 0.25498, -0.35206], [0.90732, 0.67440, -1.36289], [1.64578, -0.81289, 0.46311], [-2.05245, 1.27883, 2.00995], [-3.84397, -1.83313, 0.15328], [-0.28871, 0.93794, -0.74424], [-2.23710, 0.71792, 0.62843], [0.08561, -1.80279, 1.48280], [2.97792, 0.06349, -0.98531], [2.35331, 1.05872, 0.35098], [1.16029, 1.68878, -1.88399], [0.84920, -0.25486, -1.94835], [-3.36863, -1.18504, 1.11664]], "lowdin_charge": [-0.125, -0.450, -0.257, -0.203, -0.024, -0.660, -0.614, -0.166, 0.880, 0.147, 0.106, 0.112, 0.150, 0.122, -0.017]}

Need the numbers? Relative energies in eV: model i 0.000; model ii 5.606.